(1)
15
Properties=species:S:1:pos:R:3 method="wB97M-V/def2-TZVPD" max_force_ev_per_a=2.11 e_above_lowest_kj_mol=162.6 energy_ev=-6251.743
C 1.295 2.608 -0.463
N 0.063 2.796 -0.288
C -0.826 1.838 -0.951
H 2.014 3.349 -0.118
H 1.732 1.647 -0.763
H -1.665 1.548 -0.337
H -0.271 1.108 -1.552
H -1.204 2.464 -1.773
C 0.429 -3.436 0.789
N -0.864 -2.796 1.019
H 0.313 -4.317 0.146
H 0.871 -3.738 1.731
H 1.144 -2.784 0.292
H -1.545 -3.521 1.204
H -1.234 -2.225 0.275

=====

(2)
15
Properties=species:S:1:pos:R:3 method="wB97M-V/def2-TZVPD" max_force_ev_per_a=4.19 e_above_lowest_kj_mol=302.0 energy_ev=-6250.299
C -1.119 -1.357 -0.613
C -0.526 1.197 -0.343
C -0.319 -0.332 0.156
N 2.186 0.179 0.813
N 1.499 -0.713 -0.016
H -0.491 -2.151 -0.479
H -2.219 -1.632 -0.344
H -1.269 -1.075 -1.718
H -0.429 1.890 0.459
H -1.460 1.175 -0.878
H 0.182 1.490 -1.114
H -0.547 -0.389 1.169
H 2.777 0.856 0.314
H 2.840 -0.188 1.445
H 1.572 -0.415 -0.985

=====

(3)
15
Properties=species:S:1:pos:R:3 method="wB97M-V/def2-TZVPD" max_force_ev_per_a=3.29 e_above_lowest_kj_mol=419.8 energy_ev=-6249.077
C 1.926 0.547 0.344
C -1.868 0.134 0.826
C 0.578 -0.010 0.589
N -0.456 1.686 -0.595
N -0.493 0.666 0.206
H 2.561 -0.308 -0.138
H 2.195 1.431 -0.308
H 2.374 0.686 1.340
H -1.667 0.349 1.851
H -2.749 0.849 0.467
H -2.010 -0.924 0.631
H 1.271 -0.020 -1.885
H 0.528 -0.839 1.287
H 0.861 -0.140 -2.518
H -1.249 2.247 -0.794

=====

(4)
15
Properties=species:S:1:pos:R:3 method="wB97M-V/def2-TZVPD" max_force_ev_per_a=3.69 e_above_lowest_kj_mol=458.7 energy_ev=-6248.675
C 1.780 -0.156 0.563
C -1.429 0.702 0.567
C 1.250 0.399 -0.686
N -1.521 -1.149 -0.784
N -1.176 0.139 -0.693
H 0.910 -0.440 1.137
H 2.367 -0.994 0.389
H 2.463 0.600 0.937
H -0.993 0.094 1.333
H -0.927 1.625 0.757
H -2.507 0.775 0.610
H 1.186 1.525 -0.680
H 1.672 0.150 -1.639
H -1.607 -1.489 -1.737
H -1.468 -1.780 -0.075

=====

(5)
15
Properties=species:S:1:pos:R:3 method="wB97M-V/def2-TZVPD" max_force_ev_per_a=3.56 multiplicity=2 e_above_lowest_kj_mol=269.9 s2=0.76 charge=+1 energy_ev=-6242.033
C 0.671 -0.451 2.587
N 0.999 -1.793 2.041
H 1.624 0.095 2.581
H 0.411 -0.535 3.646
H -0.089 0.156 2.098
H 0.343 -1.987 1.299
H 0.858 -2.429 2.813
C 0.206 0.594 -2.732
C -1.653 1.236 -1.419
N -1.244 0.852 -2.541
H 0.325 0.581 -3.822
H 0.608 -0.380 -2.431
H 0.726 1.406 -2.240
H -2.585 1.811 -1.378
H -1.200 0.845 -0.503

=====

(6)
16
Properties=species:S:1:pos:R:3 method="wB97M-V/def2-TZVPD" max_force_ev_per_a=1.37 multiplicity=2 e_above_lowest_kj_mol=30.2 s2=0.75 charge=-1 energy_ev=-8299.351
O 1.182 -0.722 1.078
C 1.738 -1.330 0.062
C 3.216 -1.172 -0.263
H 1.124 -1.773 -0.741
H 3.802 -2.099 -0.191
H 3.318 -0.762 -1.288
H 3.685 -0.437 0.396
N -3.125 1.420 -0.619
C -1.883 0.650 -0.568
N -1.016 1.091 0.480
H -2.927 2.330 -0.211
H -3.793 1.006 0.024
H -1.407 0.755 -1.549
H -2.100 -0.422 -0.452
H -0.031 0.835 0.467
H -1.403 0.739 1.348

=====

(7)
16
Properties=species:S:1:pos:R:3 method="wB97M-V/def2-TZVPD" max_force_ev_per_a=1.24 e_above_lowest_kj_mol=172.3 energy_ev=-8299.718
N -1.263 1.363 -1.704
C -1.079 -0.079 -1.722
N -0.037 -0.583 -0.840
C 0.197 0.162 0.407
C 0.619 -0.827 1.507
O 1.686 -0.278 2.290
H -2.194 1.746 -1.774
H -0.640 2.035 -1.303
H -2.038 -0.564 -1.531
H -0.774 -0.310 -2.743
H 0.793 -0.521 -1.414
H 1.024 0.872 0.317
H -0.676 0.740 0.677
H -0.159 -1.184 2.176
H 1.028 -1.691 1.007
H 1.372 0.273 3.013

=====

(8)
16
Properties=species:S:1:pos:R:3 method="wB97M-V/def2-TZVPD" max_force_ev_per_a=0.63 e_above_lowest_kj_mol=87.7 energy_ev=-8300.595
N 0.179 1.089 -2.232
C 1.029 0.058 -2.472
O 0.673 -1.094 -2.430
H -0.789 0.853 -2.107
H 0.415 2.049 -2.391
H 2.054 0.374 -2.708
C 0.046 0.768 1.769
N 0.286 -0.563 1.209
C -0.950 -1.295 0.980
H -0.244 1.448 0.969
H -0.708 0.768 2.568
H 0.961 1.145 2.224
H 0.842 -1.067 1.888
H -1.622 -1.304 1.849
H -0.689 -2.329 0.768
H -1.482 -0.898 0.118

=====

(9)
16
Properties=species:S:1:pos:R:3 method="wB97M-V/def2-TZVPD" max_force_ev_per_a=0.77 e_above_lowest_kj_mol=152.9 energy_ev=-8299.919
C 2.281 -0.259 -0.977
C 2.182 -1.606 -0.324
O 2.613 -1.841 0.775
H 2.769 0.410 -0.269
H 2.756 -0.275 -1.955
H 1.268 0.124 -1.099
H 1.717 -2.427 -0.892
N -0.909 -0.243 1.119
C -2.142 0.492 0.854
N -2.112 1.363 -0.296
H -0.302 0.354 1.668
H -0.425 -0.364 0.237
H -2.312 1.132 1.716
H -3.009 -0.165 0.814
H -2.127 0.964 -1.213
H -2.247 2.343 -0.160

=====

(10)
16
Properties=species:S:1:pos:R:3 method="wB97M-V/def2-TZVPD" max_force_ev_per_a=3.14 e_above_lowest_kj_mol=232.6 energy_ev=-8299.093
C -0.535 1.111 -2.352
C -1.302 0.038 -1.905
N -0.805 -1.090 -1.312
H -1.173 1.973 -2.683
H 0.549 1.029 -2.254
H -2.356 0.113 -2.126
H 0.209 -1.089 -1.162
H -1.269 -1.723 -0.672
N -0.091 0.194 1.314
C 1.162 -0.415 1.565
O 1.637 -0.401 2.924
H -0.862 0.121 1.969
H 0.071 1.144 1.023
H 1.232 -1.436 1.164
H 2.036 0.043 1.055
H 1.497 0.388 3.453

=====

(11)
16
Properties=species:S:1:pos:R:3 method="wB97M-V/def2-TZVPD" max_force_ev_per_a=2.14 e_above_lowest_kj_mol=254.5 energy_ev=-8298.866
C -0.090 1.038 1.735
C 0.429 -0.175 0.964
N -0.453 -0.368 -0.208
C -0.440 -1.478 -0.839
N 0.665 -2.061 -1.410
H -0.762 0.866 2.575
H -0.704 1.654 1.093
H 0.736 1.648 2.097
H 0.444 -1.057 1.603
H 1.435 0.089 0.628
H -1.307 -2.132 -0.693
H 1.474 -1.473 -1.529
H 0.995 -2.972 -1.110
O -1.014 2.416 -1.719
H -0.824 2.151 -0.819
H -0.585 1.854 -2.369

=====

(12)
16
Properties=species:S:1:pos:R:3 method="wB97M-V/def2-TZVPD" max_force_ev_per_a=5.39 e_above_lowest_kj_mol=242.3 energy_ev=-8298.993
N 1.604 0.597 -0.981
C 0.370 1.130 -0.308
C -0.323 0.215 0.592
N 0.741 -0.364 1.452
C -1.160 -0.737 -0.348
O -2.227 -1.500 0.250
H 2.185 1.394 -1.255
H 1.365 -0.014 -1.821
H -0.345 1.566 -0.987
H 0.767 2.147 0.199
H -1.050 0.834 1.198
H 0.246 -1.179 1.864
H 1.568 -0.576 0.896
H -1.600 -0.061 -1.048
H -0.347 -1.364 -0.862
H -1.794 -2.087 1.158

=====

(13)
16
Properties=species:S:1:pos:R:3 method="wB97M-V/def2-TZVPD" max_force_ev_per_a=4.21 e_above_lowest_kj_mol=213.8 energy_ev=-8299.288
C 1.102 -0.875 1.528
C 0.219 0.149 2.248
O 0.416 1.340 2.294
H 1.314 -1.692 2.275
H 0.473 -1.337 0.801
H 2.043 -0.301 1.352
H -0.755 -0.212 2.466
N -0.400 1.166 -2.263
C -0.488 0.506 -0.956
N -0.823 -0.907 -0.910
H 0.233 0.692 -2.853
H -0.306 2.154 -2.187
H -1.441 0.944 -0.491
H 0.314 0.765 -0.282
H -0.247 -1.571 -1.399
H -1.653 -0.823 -1.624

=====

(14)
16
Properties=species:S:1:pos:R:3 method="wB97M-V/def2-TZVPD" max_force_ev_per_a=5.26 e_above_lowest_kj_mol=332.7 energy_ev=-8298.056
C -0.500 -3.422 1.504
N -0.760 -2.183 1.423
C -0.231 -1.536 0.216
H 0.152 -3.957 0.770
H -0.653 -3.826 2.500
H 0.861 -1.469 0.376
H -0.840 -2.064 -0.586
H -0.544 -0.526 0.072
N -0.316 2.342 -1.467
C 0.409 2.447 -0.197
O 1.667 1.794 -0.308
H 0.166 2.695 -2.283
H -1.208 2.810 -1.379
H -0.148 2.016 0.619
H 0.456 3.535 0.082
H 1.490 1.343 -1.345

=====

(15)
16
Properties=species:S:1:pos:R:3 method="wB97M-V/def2-TZVPD" max_force_ev_per_a=4.24 e_above_lowest_kj_mol=302.6 energy_ev=-8298.368
C 1.064 2.019 0.261
C 0.934 1.164 -0.738
N 0.156 1.267 -1.902
H 1.523 1.759 1.253
H 0.534 3.020 0.124
H 1.449 0.199 -0.686
H 0.564 1.756 -2.684
H -0.849 1.444 -1.748
N -1.352 -0.926 -0.068
C -0.640 -1.065 1.174
O 0.079 -2.255 1.357
H -1.205 -1.592 -0.809
H -1.615 -0.080 -0.484
H -1.355 -0.692 1.898
H 0.182 -0.258 1.357
H 0.369 -2.616 0.530

=====

(16)
16
Properties=species:S:1:pos:R:3 method="wB97M-V/def2-TZVPD" max_force_ev_per_a=4.16 multiplicity=2 e_above_lowest_kj_mol=298.6 s2=0.78 charge=+1 energy_ev=-8290.535
C 1.106 0.535 -1.054
C 0.560 -0.869 -0.801
N -0.902 -1.133 -0.891
C -1.717 -0.211 -0.248
N -2.933 -0.441 -0.160
H 0.723 0.997 -1.975
H 2.235 0.638 -0.878
H 0.687 1.206 -0.276
H 0.999 -1.326 -1.637
H 0.883 -1.397 0.023
H -1.217 -1.582 -1.820
H -1.273 0.531 0.429
H -3.600 0.196 0.336
H 2.792 0.635 2.830
H 2.642 1.628 1.669
O 2.784 1.595 2.660

=====

(17)
17
Properties=species:S:1:pos:R:3 method="wB97M-V/def2-TZVPD" max_force_ev_per_a=4.19 e_above_lowest_kj_mol=261.4 energy_ev=-10346.778
C -1.789 -0.137 -0.604
N -0.806 0.255 -1.690
C 0.515 -0.178 -1.285
O 0.794 -0.961 -0.329
C 1.707 0.412 -2.052
N 1.694 1.882 -2.095
H -1.794 -1.360 -0.567
H -2.853 0.119 -0.792
H -1.203 0.168 0.331
H -1.052 1.230 -1.958
H 2.708 0.080 -1.508
H 1.731 0.039 -3.124
H 0.899 2.409 -2.513
H 2.202 2.445 -1.434
O -0.972 -2.055 6.979
H -0.449 -1.541 6.262
H -1.332 -2.807 6.378

=====

(18)
17
Properties=species:S:1:pos:R:3 method="wB97M-V/def2-TZVPD" max_force_ev_per_a=1.58 e_above_lowest_kj_mol=653.6 energy_ev=-10342.714
C 0.185 -0.429 1.049
C 1.734 0.419 -0.637
C 0.363 -1.844 0.626
N -1.486 0.872 0.108
N 0.895 0.571 0.547
O -2.671 1.634 0.244
O -1.348 0.568 -1.314
H -2.532 2.452 -0.262
H -2.102 -0.010 -1.509
H 0.250 1.407 0.489
H -0.367 -0.203 1.950
H 2.321 1.328 -0.758
H 1.116 0.278 -1.527
H 2.415 -0.422 -0.516
H 1.395 -2.182 0.757
H -0.293 -2.501 1.192
H 0.124 -1.940 -0.439

=====

(19)
17
Properties=species:S:1:pos:R:3 method="wB97M-V/def2-TZVPD" max_force_ev_per_a=1.49 e_above_lowest_kj_mol=102.4 energy_ev=-10348.427
N 1.102 1.500 2.084
C 0.773 0.884 0.812
C 2.039 0.511 0.060
C 1.924 -0.341 -1.191
N 0.709 -0.342 -1.854
O 2.900 -0.906 -1.626
H 2.086 1.730 2.112
H 0.579 2.321 2.313
H 0.171 0.017 1.001
H 0.187 1.514 0.129
H 2.626 -0.159 0.688
H 2.556 1.428 -0.181
H 0.709 -0.762 -2.771
H -0.108 -0.575 -1.343
O -6.260 -2.516 0.173
H -6.502 -1.611 -0.027
H -5.490 -2.695 -0.380

=====

(20)
17
Properties=species:S:1:pos:R:3 method="wB97M-V/def2-TZVPD" max_force_ev_per_a=4.25 e_above_lowest_kj_mol=390.6 energy_ev=-10345.439
C -2.617 -0.876 0.316
C -2.256 0.379 0.239
C -0.679 0.793 -0.558
O -0.179 -0.297 -1.227
N 0.160 1.156 0.549
O 1.429 1.644 0.083
H -2.002 -1.660 -0.094
H -3.545 -1.183 0.773
H -2.788 1.240 0.594
H -0.915 1.579 -1.284
H 0.380 -0.781 -0.605
H -0.241 1.933 1.069
H 1.957 0.827 -0.032
N 2.638 -0.985 0.025
H 3.336 -0.782 0.731
H 3.119 -1.124 -0.856
H 2.204 -1.862 0.277